This record from OMol25 describes a molecular structure, C28H22CrN8OS2Se at a distorted geometry. The level of theory is ωB97M-V/def2-TZVPD.

Output
<S²>: 3.79
Net charge: -1
Spin multiplicity: 4

Last column: Löwdin charge in e.
Geometry (Å):
Se (0.19640, -2.41000, -1.45220)  0.73
Cr (-0.85760, -0.72470, 0.14110)  0.51
S (-5.42520, -1.02140, -0.30110)  0.54
S (1.99140, 0.81660, -1.69980)  0.51
O (0.82130, -0.51420, 0.91110)  -0.25
N (-0.78960, -3.63290, 3.22110)  0.11
N (-1.56190, 0.62790, 1.50470)  0.05
N (-0.95730, 0.89910, -0.96620)  -0.05
N (-2.66250, -1.01600, -0.40690)  -0.03
N (-3.06180, -4.32160, -4.25010)  0.03
N (-1.10360, -2.32420, 1.48680)  0.01
N (-0.62860, 0.96780, -2.24060)  -0.02
N (0.75530, 0.78680, -4.02620)  0.05
C (-2.73010, -3.04230, -4.34990)  -0.17
C (-2.65230, 2.71600, 2.99530)  -0.05
C (-1.90070, -4.09550, 2.56770)  -0.07
C (-2.66770, 2.61360, -1.40030)  -0.16
C (0.60120, 0.79710, -2.66100)  -1.01
C (-2.07950, -3.27310, 1.50030)  -0.11
C (-2.09350, 1.71390, 0.88390)  -0.19
C (2.63420, -1.32300, 4.48190)  -0.12
C (-0.31490, -2.55400, 2.53280)  -0.26
C (-1.20890, -3.15470, -2.51660)  -0.63
C (1.39740, -0.82660, 2.00330)  -0.34
C (-2.98890, 4.01420, -3.32580)  -0.08
C (0.86150, -1.81100, 2.90220)  -0.10
C (-4.05420, 2.56870, -1.22600)  -0.04
C (-1.58940, -4.48850, -2.37500)  -0.13
C (-1.86380, 1.77130, -0.51470)  -0.18
C (-2.51310, -5.01010, -3.26070)  -0.19
C (1.50260, -2.02250, 4.12800)  -0.06
C (2.60530, -0.18150, 2.36970)  0.01
C (-2.68220, 2.75850, 1.62550)  0.01
C (-2.14030, 3.34440, -2.46250)  -0.02
C (-1.56470, 0.59910, 2.83310)  -0.08
C (3.20030, -0.41750, 3.58060)  -0.10
C (-4.36210, 3.94610, -3.15540)  -0.10
C (-2.07280, 1.60800, 3.62120)  -0.05
C (-1.83000, -2.40840, -3.51520)  -0.12
C (-4.89490, 3.21590, -2.10510)  -0.08
C (-3.83840, -1.00550, -0.35500)  -0.94
H (-1.61030, -1.35560, -3.62190)  0.08
H (-2.83170, -6.04350, -3.18420)  0.09
H (1.60970, 0.36620, -4.35740)  0.07
H (-0.36400, -4.05200, 4.02940)  0.14
H (-3.10700, 3.59660, 1.09680)  0.12
H (-3.21480, -2.50610, -5.15610)  0.09
H (-2.57010, 4.57670, -4.14930)  0.10
H (1.09430, -2.74030, 4.83010)  0.09
H (4.11180, 0.10050, 3.84770)  0.10
H (-2.84190, -3.29740, 0.74720)  0.10
H (-2.44840, -4.94820, 2.91260)  0.10
H (-2.01990, 1.53590, 4.69630)  0.10
H (-1.07210, 3.36980, -2.61440)  0.11
H (-4.46490, 1.96640, -0.42990)  0.09
H (3.01470, 0.50340, 1.64020)  0.11
H (3.09050, -1.48980, 5.44820)  0.09
H (-5.02190, 4.45100, -3.84600)  0.09
H (-5.96660, 3.13390, -1.98720)  0.10
H (-3.05270, 3.52910, 3.58530)  0.11
H (-1.16820, -5.09530, -1.58530)  0.09
H (-1.14220, -0.28220, 3.29560)  0.11
H (-0.07740, 0.56480, -4.55170)  0.08

This record from OMol25 describes C7H13O2P in the gas phase at a distorted geometry. The level of theory is ωB97M-V/def2-TZVPD.

Output
Structure (SMILES): CC1=CC(C)(C)O[P@@]1(C)=O
Net charge: 0
Spin multiplicity: 1

Last column: Löwdin charge in e.
Geometry (Å):
P (-1.37369, -0.66772, -0.00426)  0.60
O (0.06200, -1.41549, 0.05197)  -0.16
O (-2.28581, -1.24237, 1.03586)  -0.31
C (0.66270, 0.81819, 0.42245)  0.00
C (1.80747, -1.06643, 1.50232)  -0.02
C (2.14082, -0.66058, -0.97573)  -0.03
C (-0.68694, 0.92705, 0.34420)  -0.33
C (-2.08214, -0.52429, -1.64769)  -0.13
C (-1.43699, 2.16584, 0.44402)  -0.07
C (1.19087, -0.60305, 0.17542)  -0.62
H (2.75875, 0.27126, -0.96700)  0.10
H (2.85931, -1.58448, -1.04142)  0.13
H (1.63337, -0.63013, -1.94371)  0.08
H (-2.46160, -1.37038, -2.23353)  0.07
H (2.66673, -0.55270, 1.87976)  0.08
H (-1.71437, 0.27357, -2.25058)  0.04
H (1.24504, 1.65148, 0.69560)  0.11
H (-2.12245, 1.87269, 1.27720)  0.11
H (1.04448, -0.81016, 2.28841)  0.11
H (-0.88438, 2.89213, 0.95761)  0.07
H (-2.10298, 2.35254, -0.33952)  0.07
H (-2.97906, -0.03453, -1.30357)  0.04
H (2.05888, -2.06244, 1.63218)  0.06

This record from OMol25 describes C5H8O in the gas phase. The level of theory is ωB97M-V/def2-TZVPD.

Output
Structure (SMILES): C[C@@H]1C=CCO1
Net charge: 0
Spin multiplicity: 1

Last column: Löwdin charge in e.
Geometry (Å):
O (-0.28360, 0.57853, -1.20195)  -0.11
C (0.79904, -0.82532, 0.26930)  -0.05
C (0.98403, 1.15907, -0.89963)  -0.20
C (1.62804, 0.18753, 0.03972)  -0.06
C (-1.68652, -0.35430, 0.77737)  -0.04
C (-0.55805, -0.52999, -0.33244)  -0.35
H (2.60491, 0.35298, 0.48408)  0.11
H (-0.98296, -1.30880, -0.97826)  0.13
H (1.59749, 1.31122, -1.80819)  0.12
H (-2.71116, -0.31532, 0.37945)  0.07
H (-1.56818, 0.52204, 1.42523)  0.07
H (1.04868, -1.70991, 0.84371)  0.11
H (-1.71511, -1.22068, 1.45968)  0.07
H (0.84339, 2.15295, -0.45807)  0.12

This record from OMol25 describes C4H2O2 in the gas phase at a distorted geometry. The level of theory is ωB97M-V/def2-TZVPD.

Output
Net charge: 0
Spin multiplicity: 1

Last column: Löwdin charge in e.
Geometry (Å):
O (2.43581, -1.19076, 0.99150)  0.20
O (-1.50711, 1.64826, -1.99058)  0.18
C (-1.06689, 0.85633, -1.26244)  -0.18
C (-0.74991, -0.04218, -0.35786)  -0.12
C (1.36944, -0.80124, 0.86366)  -0.20
C (0.32697, 0.01152, 0.68302)  -0.12
H (0.10405, 0.66227, 1.52822)  0.11
H (-0.91235, -1.14418, -0.45552)  0.13

no.,calculated total energy (eV)
1,-158804.6894
2,-20853.8929
3,-7360.9762
4,-8272.5283